Entry 1:
This record from OMol25 describes one molecule with the formula C15H22N2O3. The level of theory is the ωB97M-V functional and the def2-TZVPD basis.

Geometry (Å):
C: -1.44053 0.89271 0.56554
C: -0.03971 0.64348 1.26340
C: -1.94774 -0.49137 0.09321
C: -3.42559 -0.33683 -0.15004
C: -4.05658 0.43771 -1.15565
C: -4.35325 -0.98359 0.84005
C: -5.45131 0.63872 -1.03529
C: -5.74541 -0.75940 0.79888
C: -6.29833 0.15945 -0.04324
C: 2.22731 0.19521 0.73279
C: 2.50171 1.40176 -0.06127
C: 2.91617 -1.11840 0.40671
C: 2.40268 -1.63848 -1.02148
C: 4.46195 -0.92589 0.54563
C: 5.21544 -0.68112 -0.81868
H: -1.30194 2.91138 -0.15896
H: -0.52648 1.55970 -1.12257
H: -1.99793 1.34023 1.45971
H: -1.45096 -0.75725 -0.77364
H: -1.93088 -1.24892 0.91037
H: -3.43059 0.85257 -1.90714
H: -4.04006 -1.47392 1.82905
H: -5.90346 1.46176 -1.52788
H: -6.24512 -1.17213 1.72172
H: -7.37077 0.41851 0.04676
H: 0.66285 -0.32399 -0.55618
H: 2.36075 0.44297 1.83098
H: 2.39161 -1.88159 1.06098
H: 2.40859 -0.91371 -1.93111
H: 3.00476 -2.46690 -1.17969
H: 1.40714 -2.20967 -1.04430
H: 4.93993 -0.02436 1.24465
H: 4.61057 -1.91503 1.11817
H: 6.38567 -0.75528 -0.70453
H: 4.84912 -1.18649 -1.75605
H: 5.06398 0.45560 -1.17694
H: 4.07095 2.71100 -0.25475
N: -1.36611 1.91586 -0.55539
N: 0.83820 -0.17014 0.50562
O: 0.25778 1.11316 2.44406
O: 1.82622 1.79839 -0.96834
O: 3.51939 2.08428 0.48483

Results
LUMO level (Ha): 0.012
M (g mol⁻¹): 278.35
Net charge: 0
Multiplicity: 1
Energy relative to the best compared isomer or geometry (same formula, charge and spin) (eV): 5.5624



Entry 2:
This record from OMol25 describes C15H22N2O3 as an isolated structure. The level of theory is the ωB97M-V functional and the def2-TZVPD basis.

Geometry (Å):
C: 0.23624 1.18149 0.62256
C: 0.06731 -0.42105 0.95722
C: -1.03604 1.93393 1.35295
C: -1.10447 3.31090 0.76560
C: -1.92255 3.68307 -0.33198
C: -0.18705 4.26000 1.15565
C: -1.80231 4.87544 -1.14067
C: -0.10477 5.53967 0.48603
C: -1.03825 5.86001 -0.52943
C: 1.28360 -2.70647 0.45216
C: 2.65400 -2.63637 0.91243
C: 1.24908 -3.73260 -0.47363
C: -0.26693 -3.82552 -1.27390
C: -1.18907 -4.43414 -0.22579
C: -0.69918 -2.53308 -1.92972
H: -0.72720 2.24285 -0.85995
H: 1.14008 1.10247 -1.17800
H: 1.35100 1.54867 0.94072
H: -1.91230 1.20741 1.04572
H: -0.82065 1.89505 2.42431
H: -2.63737 2.86375 -0.71395
H: 0.54531 4.25218 1.89367
H: -2.45237 4.79800 -2.09978
H: 0.50639 6.23079 1.11031
H: -1.27385 6.74606 -0.92425
H: 1.98107 -0.55381 0.18647
H: 0.71959 -2.74791 1.39064
H: 1.76823 -4.63527 0.07535
H: 1.98075 -3.57884 -1.25049
H: -0.16451 -4.52294 -2.22872
H: -1.00905 -3.50002 0.53786
H: -0.65474 -5.43215 0.15196
H: -2.22891 -4.35937 -0.61083
H: -1.48417 -1.86953 -1.14051
H: 0.01513 -1.86086 -2.35312
H: -1.41773 -3.12991 -2.54415
H: 3.96493 -1.46779 1.68984
N: 0.06914 1.29665 -0.75935
N: 0.83893 -1.17567 -0.04039
O: -0.76842 -0.75306 1.83910
O: 3.27331 -3.56329 1.46491
O: 3.25781 -1.38873 1.15317

Results
LUMO level (Ha): 0.012
M (g mol⁻¹): 278.35
Net charge: 0
Multiplicity: 1
Energy relative to the best compared isomer or geometry (same formula, charge and spin) (eV): 10.7961



Entry 3:
This record from OMol25 describes one molecule with the formula C15H22N2O3S. The level of theory is the ωB97M-V functional and the def2-TZVPD basis.

Geometry (Å):
O: -3.42019 3.69455 3.23032
O: -1.70735 2.81046 4.26552
O: -2.50740 -1.67007 -2.29546
S: 1.85209 0.15299 2.51239
C: -2.29139 1.70105 -0.29271
C: -2.79766 2.32987 0.86892
C: -0.81061 1.63388 2.00530
C: -1.11295 0.99361 -0.27429
C: -2.02869 2.32290 2.07651
C: -0.33798 0.94929 0.90570
N: -0.69907 0.20499 -1.33844
N: -2.41134 2.98496 3.25645
C: 3.87463 1.94130 1.76374
C: 0.81785 -3.35720 -1.73888
C: 0.00496 -1.80792 -3.55466
C: -1.51353 -2.51363 -1.67592
C: 2.71895 1.76761 2.74613
C: -0.08134 -2.05731 -2.03646
C: 0.73843 -1.08513 0.21713
C: 0.36377 -0.81062 -1.27363
C: 0.99102 0.26671 0.88002
H: -3.39415 -1.85275 -1.91902
H: -2.84990 1.68726 -1.22844
H: -3.77436 2.83254 0.87982
H: -0.15899 1.63767 2.86567
H: -1.47311 -0.08711 -1.94264
H: 4.42809 2.82601 1.97735
H: 3.49945 1.97749 0.76023
H: 4.56862 1.12817 1.91498
H: 0.61173 -3.70398 -0.72328
H: 1.84765 -3.08633 -1.84850
H: 0.60819 -4.13611 -2.47225
H: -0.55964 -0.93013 -3.84676
H: 1.03090 -1.64634 -3.83307
H: -0.35803 -2.64504 -4.10720
H: -1.65814 -2.52087 -0.61254
H: -1.63473 -3.55273 -1.97249
H: 2.05685 2.57720 2.61234
H: 3.12023 1.91030 3.76664
H: 1.61963 -1.68938 0.28793
H: -0.04621 -1.61483 0.73520
H: 1.27867 -0.42731 -1.77348
H: 1.59506 0.86400 0.23185

Results
LUMO level (Ha): -0.007
M (g mol⁻¹): 310.42
Net charge: 0
Multiplicity: 1
Energy relative to the best compared isomer or geometry (same formula, charge and spin) (eV): 4.4740



Entry 4:
This record from OMol25 describes one molecule with the formula C15H22N2O4. The level of theory is the ωB97M-V functional and the def2-TZVPD basis.

Geometry (Å):
O: 0.10845 -1.50164 0.49194
C: -0.32917 -0.37979 0.69829
N: -1.03237 0.30012 -0.24320
C: -1.26398 -0.26034 -1.55763
C: -2.44988 -1.22389 -1.50013
O: -2.62915 -1.77665 -2.79779
C: -1.57072 0.92654 -2.47582
O: -2.17246 1.89522 -2.04555
N: -1.06706 0.85437 -3.72489
C: -0.60018 -0.26450 -4.52462
C: 0.03807 0.46762 -5.69544
C: -0.95456 1.60270 -5.87926
O: -1.41635 1.93753 -4.56487
C: -0.09048 0.35739 1.98782
C: -0.04382 -0.48315 3.28448
C: 1.17829 0.32264 3.70974
C: 1.37933 0.78631 2.26488
C: 1.42731 1.24536 4.85935
C: 2.26878 0.02529 4.66183
C: 2.25252 -1.27945 5.38504
C: 3.42606 -0.89677 4.53699
H: -1.39664 1.22681 -0.08285
H: -0.37494 -0.80788 -1.86604
H: -2.21644 -1.99438 -0.76224
H: -3.33402 -0.66511 -1.17809
H: -3.34610 -2.41512 -2.76325
H: 0.09386 -0.87549 -3.95355
H: -1.43675 -0.88601 -4.84700
H: 1.01845 0.85236 -5.41494
H: 0.13444 -0.15459 -6.58210
H: -0.52154 2.50586 -6.30561
H: -1.80923 1.28839 -6.48463
H: -0.76479 1.20858 2.09727
H: -0.93218 -0.47402 3.91504
H: 0.23579 -1.51252 3.04811
H: 2.06498 0.11835 1.73617
H: 1.64966 1.82351 2.07404
H: 1.79546 2.24585 4.66339
H: 0.78911 1.16414 5.73228
H: 2.46726 -1.22841 6.44731
H: 1.53897 -2.04156 5.09789
H: 3.50680 -1.32863 3.54508
H: 4.37925 -0.70504 5.01256

Results
LUMO level (Ha): 0.023
M (g mol⁻¹): 294.35
Net charge: 0
Multiplicity: 1
Energy relative to the best compared isomer or geometry (same formula, charge and spin) (eV): 5.8374